No. 1
104
Properties=species:S:1:pos:R:3:forces:R:3 method="wB97M-V/def2-TZVPD" multiplicity=1 orbital_gap_ha=0.16479 homo_energy_ha=-0.060 total_energy_ha=-3263.7535 fmax_ev_per_a=1.305 lumo_energy_ev=2.85 total_charge=-2 e_above_lowest_kj_mol=0.0
K -0.032176 -2.029860 -0.214325 0.3 0.4 -0.3
C 7.505363 5.884475 -9.585125 -0.1 -0.1 0.0
O 6.125976 5.596994 -9.691317 0.0 0.0 -0.1
C 5.552780 4.878178 -8.679960 0.1 0.1 -0.1
C 6.244183 4.421355 -7.564615 -0.2 -0.2 0.2
C 5.564345 3.695919 -6.588081 0.3 0.2 -0.2
C 4.213844 3.427410 -6.716815 -0.5 -0.5 0.7
C 3.535300 3.890811 -7.838908 0.0 0.2 -0.3
C 4.192763 4.612497 -8.819542 0.0 -0.1 0.2
C 3.536810 2.646599 -5.644153 0.5 0.5 -0.8
N 4.134068 2.207242 -4.569605 -0.5 -0.2 0.3
C 3.132485 1.546315 -3.860712 0.8 0.1 0.2
C 1.957415 1.597508 -4.533584 -0.8 0.0 -0.3
N 2.216571 2.304904 -5.694366 0.0 -0.1 0.4
C 0.730295 1.005094 -4.063717 0.6 0.3 -0.3
C -0.481475 1.070836 -4.749846 -0.2 -0.1 0.0
C -1.581716 0.471959 -4.192530 -0.1 0.0 0.0
C -1.429511 -0.182531 -2.964996 0.0 0.0 0.1
N -0.292125 -0.255795 -2.307514 0.2 0.2 -0.3
C 0.792966 0.332317 -2.835229 0.2 -0.3 0.6
C 2.079304 0.266931 -2.072253 -0.7 -0.1 -0.1
N 2.072864 -0.370891 -0.892930 0.2 0.2 -0.2
C 3.193888 -0.415253 -0.207052 -0.1 0.0 -0.1
C 4.394814 0.158966 -0.643719 0.0 -0.1 0.2
C 4.416464 0.810597 -1.848415 0.0 0.0 0.0
C 3.232215 0.875154 -2.586487 0.1 0.2 -0.3
H 7.761259 6.452756 -10.475163 0.0 0.0 0.0
H 8.098055 4.966332 -9.552816 0.0 0.0 0.0
H 7.716040 6.482834 -8.694660 0.0 0.0 0.0
H 7.298654 4.615050 -7.435133 0.0 0.0 0.0
H 6.084548 3.331602 -5.712719 0.0 0.0 0.0
H 2.477295 3.700101 -7.970690 0.0 0.0 0.0
H 3.671614 4.976859 -9.694091 0.0 0.0 0.0
H 1.561173 2.518310 -6.421198 0.0 0.0 0.0
H -0.560135 1.587853 -5.700509 0.0 0.0 0.0
H -2.549875 0.499064 -4.674549 0.0 0.0 0.0
H -2.287003 -0.655753 -2.497258 0.0 0.0 0.0
H 3.153340 -0.928225 0.748123 0.0 0.0 0.0
H 5.280593 0.084123 -0.025851 0.0 0.0 0.0
H 5.315755 1.274414 -2.233038 0.0 0.0 0.0
C 0.450777 -0.603573 6.211363 0.2 0.0 0.2
C 0.121085 -1.177833 4.856437 -0.4 0.1 -0.2
C 1.076419 -2.280963 4.425683 0.2 -0.2 0.0
O -1.219300 -1.666975 4.885059 0.2 0.0 -0.1
C -1.735527 -1.541749 3.543707 -0.1 0.0 0.1
C -0.753804 -0.570061 2.851090 0.0 0.0 0.0
O 0.090351 -0.123665 3.934275 0.2 -0.3 -0.1
C -1.269132 0.654900 1.974091 -0.3 0.1 0.2
O -0.551344 0.744475 0.848866 0.0 -0.1 0.0
C -2.798857 0.442247 1.616521 0.1 -0.1 -0.2
C -3.898028 1.076155 2.189921 0.1 0.1 0.1
C -5.201604 0.847970 1.748381 0.1 0.0 0.0
C -5.443973 -0.033363 0.710568 0.0 0.0 0.0
C -4.361029 -0.670775 0.113460 0.0 0.0 0.1
C -3.073267 -0.432485 0.557559 0.1 0.0 0.1
C -1.138776 1.921941 2.862108 -0.1 0.1 0.1
C -1.518961 1.977398 4.205692 -0.2 -0.1 0.0
C -1.372100 3.131405 4.957462 0.1 0.1 -0.1
C -0.815367 4.269614 4.374731 0.0 -0.1 0.1
C -0.401597 4.215772 3.052246 0.0 0.0 -0.1
C -0.556452 3.048850 2.307585 -0.1 0.0 -0.1
C -1.917111 -2.918051 2.733657 0.1 0.1 -0.4
O -1.217836 -2.909345 1.577986 -0.6 -0.4 1.1
C -1.521687 -4.134737 3.614626 -0.1 0.0 0.2
C -2.056334 -4.384474 4.879088 -0.1 0.1 0.0
C -1.677011 -5.492756 5.618090 0.1 -0.1 -0.1
C -0.747061 -6.389708 5.094977 0.0 0.0 0.1
C -0.222006 -6.159959 3.832929 0.0 0.1 -0.1
C -0.608852 -5.041386 3.099027 0.0 0.0 0.0
C -3.430627 -3.146589 2.444031 -0.1 -0.1 0.1
C -3.762299 -3.853536 1.289272 0.1 0.0 0.0
C -5.078605 -4.150972 0.981694 0.0 0.0 0.0
C -6.111739 -3.742171 1.821095 0.1 0.0 0.0
C -5.798940 -3.035749 2.971318 0.1 0.0 0.0
C -4.471340 -2.749308 3.277556 0.0 0.0 0.0
H 0.435171 -1.380326 6.978797 -0.1 0.0 0.0
H -0.265567 0.178534 6.458545 0.0 0.0 0.0
H 1.451278 -0.167131 6.188046 0.0 0.0 0.0
H 1.007828 -3.125765 5.115186 0.0 0.0 0.0
H 2.104876 -1.910102 4.411826 0.0 0.0 0.0
H 0.823600 -2.651082 3.432320 0.0 0.1 0.0
H -2.707388 -1.068122 3.668174 0.0 0.0 -0.1
H -0.142030 -1.116479 2.148704 0.0 -0.1 0.0
H -3.748319 1.788280 2.987965 0.0 0.1 0.1
H -6.023705 1.365647 2.231893 0.0 0.0 0.0
H -6.454694 -0.239951 0.376906 0.0 0.0 0.0
H -4.526427 -1.393351 -0.678043 0.0 0.0 0.0
H -2.244482 -0.951998 0.103921 0.0 0.1 0.0
H -1.910759 1.081153 4.677298 -0.1 0.1 0.0
H -1.676268 3.139636 5.998696 0.0 0.0 0.0
H -0.691549 5.178912 4.953328 0.0 0.0 0.0
H 0.057091 5.088895 2.598156 0.0 0.0 0.0
H -0.236149 2.944624 1.275955 0.0 0.1 0.0
H -2.772221 -3.685293 5.291665 0.0 0.0 0.1
H -2.100884 -5.654407 6.603138 0.0 0.0 0.0
H -0.438980 -7.258927 5.666112 0.0 0.0 0.0
H 0.499287 -6.849557 3.407457 0.0 0.0 0.0
H -0.219697 -4.819743 2.111764 0.0 0.0 0.0
H -2.941042 -4.131066 0.639368 0.0 0.0 0.0
H -5.303996 -4.693175 0.069012 0.0 0.0 0.0
H -7.143332 -3.965263 1.572472 0.0 0.0 0.0
H -6.587121 -2.691330 3.631952 0.0 0.0 0.0
H -4.258844 -2.189479 4.181321 0.0 0.0 0.0
F 0.977234 -3.296727 -1.858738 0.3 -0.4 -0.6

No. 2
98
Properties=species:S:1:pos:R:3:forces:R:3 method="wB97M-V/def2-TZVPD" multiplicity=3 orbital_gap_ha="0.31829 / 0.30356" homo_energy_ha="-0.300 / -0.295" total_energy_ha=-3922.4475 fmax_ev_per_a=0.538 lumo_energy_ev="0.50 / 0.23" e_above_lowest_kj_mol=3.5
Ni 0.366456 0.362108 -0.244071 0.3 0.1 -0.4
O -0.795024 1.757882 -0.744506 0.0 0.0 0.1
C -2.089765 1.574937 -1.181198 -0.1 -0.1 -0.2
C -2.641084 0.185778 -0.728924 0.0 0.0 0.1
C -1.933333 -0.953378 -1.395445 0.0 -0.1 0.0
C -2.555484 -1.755392 -2.340975 0.0 0.0 0.0
C -1.840013 -2.785252 -2.923906 0.0 0.0 0.0
C -0.531574 -3.014513 -2.532227 0.0 0.0 0.0
C 0.045748 -2.187991 -1.580329 -0.1 0.0 0.0
C 1.438040 -2.403447 -1.069295 0.0 0.0 0.1
C 2.459070 -1.274426 -1.431276 -0.1 0.0 0.0
O 2.076182 -0.076041 -0.858224 -0.1 -0.1 0.1
C 3.800025 -1.702518 -0.816465 0.0 0.0 0.0
C 3.970644 -1.493283 0.551079 0.0 0.0 0.0
C 5.130505 -1.885311 1.194921 0.0 0.0 0.0
C 6.153744 -2.491732 0.477491 0.0 0.0 0.0
C 6.000909 -2.692251 -0.884250 0.0 0.0 0.0
C 4.831132 -2.301830 -1.526190 0.0 0.0 0.0
C 2.547604 -1.125705 -2.954102 0.0 0.0 0.0
C 2.565625 -2.219651 -3.815841 0.0 0.0 0.0
C 2.634184 -2.047882 -5.190653 0.0 0.0 0.0
C 2.693320 -0.770894 -5.728650 0.0 0.0 0.0
C 2.686163 0.325096 -4.878971 0.0 0.0 0.0
C 2.609739 0.148571 -3.505398 0.0 0.0 0.0
N -0.655177 -1.172351 -1.049517 -0.1 -0.1 -0.1
C -2.938091 2.707184 -0.605117 -0.1 0.0 0.2
C -2.756625 3.990993 -1.113172 0.1 0.0 0.0
C -3.430463 5.074755 -0.577344 0.0 0.0 0.0
C -4.312475 4.893777 0.480632 0.0 0.0 0.0
C -4.496454 3.622855 0.999941 -0.1 0.1 0.0
C -3.809570 2.541097 0.464393 0.0 -0.1 0.0
C -2.185778 1.560611 -2.718482 0.0 0.0 0.0
C -1.049865 1.360747 -3.491003 0.0 0.0 0.1
C -1.149578 1.200159 -4.867317 0.0 0.0 0.0
C -2.387580 1.246029 -5.489262 0.0 0.0 0.0
C -3.527881 1.461422 -4.726004 0.0 0.0 0.0
C -3.424609 1.614360 -3.352873 0.0 0.0 0.0
H -2.503152 0.105218 0.354798 0.0 0.0 0.0
H -3.708935 0.105577 -0.937796 0.0 0.0 0.0
H -3.579413 -1.551002 -2.619999 0.0 0.0 0.0
H -2.301170 -3.412356 -3.675108 0.0 0.0 0.0
H 0.046184 -3.823057 -2.956358 0.0 0.0 0.0
H 1.412350 -2.442349 0.025069 0.0 0.0 0.0
H 1.793387 -3.378004 -1.406141 0.0 0.0 0.0
H 3.191311 -0.989655 1.107128 0.0 0.0 0.0
H 5.238536 -1.707353 2.257553 0.0 0.0 0.0
H 7.066333 -2.794417 0.974599 0.0 0.0 0.0
H 6.796600 -3.148737 -1.458848 0.0 0.0 0.0
H 4.741805 -2.452128 -2.593737 0.0 0.0 0.0
H 2.537837 -3.226924 -3.417888 0.0 0.0 0.0
H 2.644261 -2.913654 -5.840550 0.0 0.0 0.0
H 2.747574 -0.632091 -6.800837 0.0 0.0 0.0
H 2.738296 1.326894 -5.287021 0.0 0.0 0.0
H 2.595410 0.998020 -2.836749 0.0 0.0 0.0
H -2.071159 4.139036 -1.938434 0.0 0.0 0.0
H -3.272854 6.062825 -0.990337 0.0 0.0 0.0
H -4.846173 5.738190 0.897610 0.0 0.0 0.0
H -5.172589 3.467198 1.831278 0.0 0.0 0.0
H -3.963886 1.565991 0.909596 0.0 0.0 0.0
H -0.082829 1.326517 -3.005444 0.0 0.0 0.0
H -0.251755 1.028540 -5.447358 0.0 0.0 0.0
H -2.465795 1.119634 -6.561656 0.0 0.0 0.0
H -4.498801 1.512732 -5.202569 0.0 0.0 0.0
H -4.319116 1.789730 -2.764533 0.0 0.0 0.0
C 4.271880 0.403060 4.744698 0.0 0.0 0.0
C 3.736105 1.510497 4.102930 0.0 0.0 0.0
C 2.519382 1.409199 3.446713 0.0 0.1 0.0
C 1.822409 0.204345 3.434287 0.0 0.0 0.1
C 2.368345 -0.903503 4.072610 0.0 -0.1 0.0
C 3.589406 -0.803223 4.726909 0.0 0.0 0.0
Sb 0.053117 0.082526 2.274468 -0.1 0.1 0.1
C -1.179648 1.600244 3.087435 -0.1 0.0 0.0
C -2.175627 1.358382 4.027174 0.0 0.0 0.0
C -2.985917 2.396546 4.468279 0.0 0.0 0.0
C -2.806106 3.678620 3.972250 0.0 0.0 0.0
C -1.829654 3.921572 3.018177 0.0 0.0 0.0
C -1.028482 2.884097 2.569063 0.1 0.1 -0.1
C -0.812280 -1.680714 3.047605 0.0 -0.1 0.1
C -1.318312 -2.631972 2.166491 0.0 0.0 0.0
C -1.894450 -3.800991 2.648073 0.0 0.0 0.0
C -1.964350 -4.026872 4.012809 0.0 -0.1 0.0
C -1.456340 -3.088009 4.899893 0.0 0.0 0.0
C -0.881964 -1.920619 4.420120 0.0 0.0 0.0
H 5.224848 0.479496 5.251895 0.0 0.0 0.0
H 4.268907 2.451870 4.105707 0.0 0.0 0.0
H 2.122699 2.281995 2.938621 0.0 0.0 0.0
H 1.853833 -1.856926 4.056235 0.0 0.0 0.0
H 4.007145 -1.672078 5.218461 0.0 0.0 0.0
H -2.339917 0.360653 4.414117 0.0 0.0 0.0
H -3.759596 2.199238 5.198788 0.0 0.0 0.0
H -3.442238 4.485602 4.312534 0.0 0.0 0.0
H -1.713942 4.910921 2.596553 0.0 0.0 0.0
H -0.314350 3.077840 1.775726 0.0 0.0 0.0
H -1.266183 -2.463973 1.097520 0.0 0.0 0.0
H -2.285921 -4.533350 1.954336 0.0 0.0 0.0
H -2.411841 -4.937723 4.389120 0.0 0.0 0.0
H -1.504864 -3.266220 5.965992 0.0 0.0 0.0
H -0.477042 -1.199382 5.120674 0.0 0.0 0.0

Question: Which of these has the lowest multiplicity?
Answer: C51H42FKN4O5